[1]
{"formula": "C2H4NO2", "method": "ωB97M-V/def2-TZVPD", "elements": ["O", "C", "N", "C", "O", "H", "H", "H", "H"], "positions_angstrom": [[1.73472, -0.19034, 1.20358], [1.74675, 0.18316, -0.03031], [1.00515, -0.08166, -1.10415], [-1.79214, 0.01112, 0.35767], [-2.92016, 0.21430, -0.29380], [2.61750, 0.86813, -0.30004], [0.25061, -0.75732, -0.99019], [-1.60330, -1.04960, 0.82438], [-1.03914, 0.80221, 0.33286]], "forces_ev_per_angstrom": [[-0.5807, 0.3216, -1.8617], [0.2620, -0.5030, 0.5426], [0.7369, 0.5494, 0.5191], [-5.2717, -0.6645, -3.1095], [5.3368, -1.0878, 3.3942], [-0.6916, -0.3002, 0.1217], [0.1720, -0.1237, 0.6467], [-0.1278, 2.1008, -0.6519], [0.1640, -0.2927, 0.3988]], "orbital_gap_ev": 7.5627, "e_tot_ev": -7723.2518, "mol_weight_g_mol": 74.06, "largest_force_ha_per_bohr": 0.12480, "relative_energy_kcal_mol": 54.4, "charge": -1}

***

[2]
{"formula": "C7H15CrO11S2", "method": "ωB97M-V/def2-TZVPD", "elements": ["Cr", "O", "C", "O", "O", "H", "O", "C", "O", "O", "H", "O", "C", "O", "O", "H", "C", "S", "O", "C", "H", "H", "H", "H", "H", "H", "C", "S", "O", "C", "H", "H", "H", "H", "H", "H"], "positions_angstrom": [[17.37538, 21.02659, 22.56226], [17.28723, 23.83872, 19.67547], [17.31940, 22.95420, 20.69327], [17.34152, 23.14807, 21.87948], [17.28791, 21.71317, 20.56048], [17.19608, 24.66651, 20.15303], [17.28695, 20.87087, 26.50981], [17.62558, 20.99652, 25.18344], [17.67163, 22.01937, 24.52648], [17.61260, 20.03399, 24.46119], [17.71545, 20.05636, 26.78289], [13.47583, 20.21186, 21.67283], [14.71563, 20.40597, 22.18281], [15.59192, 19.55956, 21.98552], [15.23884, 21.42977, 22.69177], [13.61092, 19.35799, 21.25541], [20.11002, 17.92265, 22.83515], [18.52437, 17.81384, 21.80744], [18.11462, 19.29760, 21.67391], [19.52479, 17.31170, 20.31502], [20.46771, 16.91023, 23.02261], [19.95935, 18.35908, 23.82253], [20.80921, 18.51805, 22.24802], [20.06776, 18.19962, 19.99113], [18.88027, 17.14172, 19.45259], [20.08076, 16.38295, 20.44316], [21.49074, 21.35222, 20.73969], [20.58421, 22.07804, 22.24034], [19.43526, 21.12985, 22.53293], [21.89944, 21.70277, 23.43664], [20.62905, 21.32796, 20.07260], [21.73844, 20.33051, 21.02757], [22.33476, 21.89079, 20.30881], [22.13917, 22.61997, 23.97456], [22.66499, 21.12374, 22.92015], [21.33844, 21.12764, 24.17325]], "forces_ev_per_angstrom": [[-1.4300, 0.2052, -0.6797], [0.0783, -0.8422, 1.0524], [-0.4948, -2.6371, -0.1347], [0.5834, 5.8892, 4.8801], [0.1782, -3.7797, -3.8210], [-0.0093, 0.6763, -0.1250], [1.3765, 0.9465, -0.8332], [-2.2505, 1.6798, 0.5560], [0.3484, 5.4085, 1.0921], [0.3302, -6.9852, -2.3194], [-0.2697, -0.4207, 0.2276], [0.5434, 1.0831, 1.1637], [2.8808, 0.0397, -0.8532], [-0.1308, -3.6512, -1.0157], [-1.3723, 2.7700, 1.1077], [-0.2519, -0.3953, -0.2322], [-0.7758, -0.3915, -0.1541], [1.1344, 2.0112, 0.8722], [0.9358, -3.0413, -1.0237], [-1.2338, 0.9127, -0.6633], [0.0971, -0.0769, -0.3736], [-0.5394, 0.2768, -0.3066], [-0.0408, -0.1314, 0.1107], [0.5954, -0.1798, 0.4374], [-0.5535, -0.1207, 0.2898], [0.1980, 0.3664, 0.5252], [-1.8485, -0.1988, 0.8850], [0.3630, 0.3631, -0.9029], [1.6190, 0.3098, -0.0527], [-1.4095, -0.1595, 0.2649], [0.2869, -0.1158, -0.4632], [0.1558, 0.0342, -0.1070], [-0.1891, 0.2746, 0.4759], [0.6115, -0.0229, -0.4680], [0.2113, 0.3551, 0.5740], [0.2725, -0.4521, 0.0146]], "spin_multiplicity": 4, "orbital_gap_ev": [8.1003, 8.5987], "e_tot_ev": -80115.6868, "mol_weight_g_mol": 391.32, "largest_force_ha_per_bohr": 0.14917, "relative_energy_kcal_mol": 76.6, "s_squared": 3.782, "charge": 0}

***

[3]
{"formula": "C5H12S", "method": "ωB97M-V/def2-TZVPD", "elements": ["C", "C", "C", "C", "C", "S", "H", "H", "H", "H", "H", "H", "H", "H", "H", "H", "H", "H"], "positions_angstrom": [[0.38586, -0.78320, -0.32300], [-1.38223, 2.10280, -0.25240], [2.27367, 0.83153, 0.57739], [-2.58888, -0.87060, 0.18139], [1.59018, 0.06717, -0.58732], [-1.27945, 0.51702, 0.00956], [0.02060, -1.35099, -1.21557], [0.27657, -1.22804, 0.56150], [-1.71027, 2.43612, -1.16470], [3.07354, 1.33608, 0.25707], [1.54188, 1.54169, 1.17323], [2.62279, 0.03859, 1.22753], [-2.99646, -1.26253, -0.80800], [-2.04596, -1.75977, 0.42974], [-3.28744, -0.56449, 0.88923], [2.14762, -0.64103, -1.23100], [1.37714, 0.83114, -1.21284], [-0.86430, 0.57185, 1.41979]], "forces_ev_per_angstrom": [[-2.2754, 3.0042, -3.8763], [0.6253, -2.3828, 1.8612], [-4.2413, -2.5885, 2.0892], [1.4170, -0.8508, -3.0192], [0.3916, -1.6965, 1.1642], [1.8017, 1.1260, 2.6366], [0.5930, 0.1867, 0.9062], [-0.0340, -2.2217, 3.4023], [-0.8736, 0.7239, -2.4183], [2.9618, 2.1667, -1.3121], [1.3583, -1.4888, -1.4328], [0.2326, 0.1772, 0.7940], [0.0716, 1.4610, 0.9754], [0.5604, -0.3462, 1.0466], [-1.2815, 0.4331, 0.9787], [1.0535, 0.6457, 0.7445], [-1.4357, 2.3370, -2.6272], [-0.9252, -0.6863, -1.9131]], "smiles": "C#[S@@H](C)CCC", "orbital_gap_ev": [7.3737, 7.3728], "e_tot_ev": -16207.0065, "mol_weight_g_mol": 104.22, "largest_force_ha_per_bohr": 0.10514, "relative_energy_kcal_mol": 179.2, "charge": 0}

***

[4]
{"formula": "C13H18Cl20FN2O2S", "method": "ωB97M-V/def2-TZVPD", "elements": ["N", "C", "C", "C", "C", "C", "C", "N", "C", "S", "O", "O", "F", "C", "H", "H", "H", "H", "H", "H", "H", "H", "H", "H", "H", "H", "H", "H", "H", "H", "H", "H", "C", "Cl", "Cl", "Cl", "Cl", "C", "Cl", "Cl", "Cl", "Cl", "C", "Cl", "Cl", "Cl", "Cl", "C", "Cl", "Cl", "Cl", "Cl", "C", "Cl", "Cl", "Cl", "Cl"], "positions_angstrom": [[-0.24324, -2.70275, -2.94600], [0.94194, -1.90753, -2.54892], [0.57496, -0.88461, -1.50521], [1.70343, 0.08501, -1.28915], [1.62160, 1.09630, -0.13381], [2.36787, 0.47983, 1.07315], [2.01359, 1.01727, 2.42758], [0.55447, 1.35032, 2.53149], [0.24620, 2.38683, 1.51829], [-1.35521, 2.98795, 2.11251], [-2.39450, 2.10410, 1.82772], [-1.14079, 3.26684, 3.46575], [-1.61137, 4.26971, 1.37813], [0.21628, 1.67784, 0.16937], [-0.09343, -3.68162, -2.73605], [-1.01706, -2.44393, -2.35530], [1.28459, -1.42979, -3.45462], [1.67272, -2.60569, -2.16220], [0.23796, -1.35042, -0.58421], [-0.28592, -0.33851, -1.87298], [2.57585, -0.52073, -1.06591], [1.94592, 0.58673, -2.21324], [2.21637, 1.94192, -0.45109], [3.40556, 0.74317, 0.93674], [2.33653, -0.59954, 1.04805], [2.20796, 0.27329, 3.18327], [2.56712, 1.90618, 2.68657], [0.34465, 1.65626, 3.48843], [-0.01761, 0.52986, 2.31148], [0.96534, 3.18431, 1.51902], [-0.58375, 0.95062, 0.19771], [0.02304, 2.44766, -0.56310], [-4.66568, 0.88918, -1.05700], [-5.96680, 1.15025, -2.20328], [-5.09533, 1.51506, 0.51844], [-4.36724, -0.84476, -0.89477], [-3.21054, 1.70703, -1.66081], [0.92625, 6.46339, 3.70471], [1.50961, 5.33731, 2.43697], [1.13392, 5.69735, 5.27462], [1.87326, 7.93537, 3.61855], [-0.77022, 6.81728, 3.42531], [0.88003, -5.64327, -0.21505], [0.80335, -3.90273, 0.14098], [0.09069, -5.95805, -1.76307], [2.56907, -6.11460, -0.29822], [0.06572, -6.53608, 1.06195], [6.12945, -4.27311, 1.91435], [6.86261, -5.65122, 1.10141], [4.55684, -3.93355, 1.17381], [5.89998, -4.64334, 3.62234], [7.17417, -2.86118, 1.74933], [-7.98921, -0.76578, -5.41890], [-6.32468, -1.19629, -5.01400], [-8.20474, -0.83315, -7.16531], [-9.09492, -1.89612, -4.64049], [-8.33357, 0.87468, -4.85028]], "forces_ev_per_angstrom": [[0.1233, -0.0025, 0.2459], [-1.1981, -0.9733, -0.1675], [-0.2949, 0.6452, -0.2313], [0.4719, -0.0389, 0.3885], [-0.1177, -0.2117, 0.0903], [-0.1448, 0.4697, -0.4438], [-0.0247, -0.5785, 0.4081], [0.7635, 0.1127, 0.2067], [-1.2716, -0.5527, -0.9620], [0.0766, -0.7394, 0.6945], [-0.8755, -1.4469, -1.2871], [0.8916, 0.9553, 1.9741], [0.2652, 1.2844, -1.0948], [0.7828, 0.2703, 0.3952], [0.0605, 0.0778, -0.2054], [-0.3920, 0.1094, 0.0104], [0.5585, 0.3145, -0.0954], [0.6227, 0.1353, -0.0169], [0.0952, -0.2858, 0.3161], [-0.4380, 0.1851, -0.1676], [0.4448, -0.0693, -0.1140], [-0.1394, 0.2560, -0.3836], [0.1503, 0.4123, 0.0044], [0.4666, -0.1955, -0.1116], [-0.3366, -0.3728, 0.1107], [0.1202, -0.1834, 0.3693], [-0.0475, 0.4389, 0.0741], [-0.1871, 0.1584, -0.1024], [-0.0138, -0.0683, 0.1914], [0.2377, 0.2370, 0.4484], [-0.2818, -0.2814, -0.2903], [-0.4340, -0.0249, -0.4535], [-0.1412, -0.1350, -0.0741], [-0.0970, 0.0337, -0.0440], [-0.1930, 0.2245, 0.1674], [0.1868, -0.1279, -0.1208], [0.1790, -0.0178, 0.0217], [-0.0217, 0.0756, 0.1316], [0.1610, 0.1897, -0.0441], [0.0017, -0.0440, 0.0260], [0.0307, 0.0110, -0.0137], [-0.0480, -0.0079, -0.0316], [0.0341, -0.1233, 0.0226], [-0.0702, 0.0253, 0.1352], [0.0041, -0.1075, 0.0665], [-0.0245, -0.1854, -0.1157], [-0.0276, 0.0096, 0.0021], [0.0446, -0.0176, 0.0305], [0.0104, -0.0242, -0.0223], [0.0099, 0.1364, 0.0390], [-0.0128, 0.0025, 0.0390], [0.0285, 0.0557, -0.0080], [-0.0319, -0.0166, -0.0212], [0.0438, -0.0070, 0.0044], [-0.0033, 0.0033, -0.0431], [-0.0187, -0.0254, 0.0315], [0.0211, 0.0351, 0.0202]], "orbital_gap_ev": 8.4752, "e_tot_ev": -284840.4846, "mol_weight_g_mol": 994.42, "largest_force_ha_per_bohr": 0.04604, "charge": 1}

***

[5]
{"formula": "C10H15N", "method": "ωB97M-V/def2-TZVPD", "elements": ["C", "C", "C", "C", "C", "C", "C", "C", "C", "C", "H", "H", "H", "H", "H", "H", "H", "H", "H", "H", "H", "H", "H", "H", "H", "N"], "positions_angstrom": [[0.06454, 1.17916, 2.39104], [0.80677, 0.14626, 2.98127], [1.78712, -0.39260, 2.05092], [1.94837, 0.18711, 0.70908], [1.21676, 1.33946, 0.43104], [-2.15963, -1.46133, -1.60393], [-1.65672, -0.35306, -0.79159], [-0.08063, 0.08924, -1.05505], [0.09749, -0.89869, -2.27432], [-1.40594, -1.06963, -2.86511], [-0.54857, 1.54611, 3.25558], [0.81392, 0.06152, 4.08969], [2.26467, -1.36351, 2.35079], [2.61490, -0.31239, 0.07975], [1.43031, 2.08268, -0.33241], [-1.97455, -2.55577, -1.33921], [-3.29627, -1.29814, -1.83389], [-1.79028, -0.23835, 0.38249], [-2.40270, 0.53076, -1.06117], [0.47560, -0.31664, -0.30406], [0.16548, 1.14006, -1.21681], [0.65489, -1.83366, -2.10444], [0.65194, -0.35870, -3.06483], [-1.64981, -1.73952, -3.94895], [-1.93688, 0.01016, -3.01077], [0.11694, 1.72142, 1.17402]], "forces_ev_per_angstrom": [[-0.7164, -0.4323, 2.7751], [2.6133, 0.6186, -2.8410], [-1.3638, -0.2005, -0.3149], [-0.2234, 0.1924, 5.1876], [-0.5434, 1.5160, 2.5651], [-1.9091, -2.0819, -1.6717], [-0.6746, 5.5766, 4.8454], [-4.6479, -3.8807, -3.9079], [-0.5893, 2.1082, -2.8122], [-0.6516, 0.1996, -2.3931], [-0.6004, 0.6600, -1.8202], [-0.1514, -0.5623, -1.1666], [0.0362, 1.2187, -0.6247], [1.0643, -0.1702, -1.1064], [0.2546, -0.6446, -0.2543], [-0.1069, 1.5231, 0.1154], [1.9235, -0.6969, 0.7943], [0.0569, -1.2255, -2.1611], [1.8542, -1.3231, 0.2872], [0.2149, -1.0050, 1.1593], [-0.8722, -0.7111, -0.6394], [-0.6420, 0.2130, 0.2977], [0.1240, -0.4268, 0.2013], [1.0807, 1.8197, 3.4031], [1.9707, -2.2173, -0.5160], [2.4990, -0.0678, 0.5980]], "smiles": "c1ccncc1.C1CCCC1", "orbital_gap_ev": 9.4379, "e_tot_ev": -12097.8426, "mol_weight_g_mol": 149.24, "largest_force_ha_per_bohr": 0.14426, "relative_energy_kcal_mol": 120.2, "charge": 0}

***

[6]
{"formula": "C3H4NO3", "method": "ωB97M-V/def2-TZVPD", "elements": ["O", "C", "N", "C", "O", "O", "C", "H", "H", "H", "H"], "positions_angstrom": [[-0.65945, -2.12397, 0.16750], [-0.31898, -0.94006, 0.24078], [-1.07963, 0.16084, 0.25320], [-0.80274, 1.58063, -0.21860], [0.09189, 1.76339, -1.05143], [-1.69905, 2.31938, 0.15004], [1.32145, -0.79529, 0.08635], [-2.21041, 0.21617, 0.28672], [2.02379, -1.37816, 0.75222], [1.70046, 0.22294, 0.28513], [1.63267, -1.02587, -0.95191]], "forces_ev_per_angstrom": [[-0.9679, 2.2721, 0.6842], [4.3435, -4.1136, -1.2596], [-3.4026, 3.6960, -0.6015], [-1.8390, -3.9507, 1.4880], [0.5248, 0.7479, -0.1912], [0.7680, 1.3347, -0.4348], [-0.0976, 1.3372, 0.4432], [3.5040, -1.1932, 0.0438], [-1.7107, -0.0905, -0.4241], [-0.4963, -0.0260, -0.2473], [-0.6264, -0.0140, 0.4994]], "spin_multiplicity": 2, "orbital_gap_ev": [10.7985, 5.5311], "e_tot_ev": -10805.3797, "mol_weight_g_mol": 102.07, "largest_force_ha_per_bohr": 0.11889, "relative_energy_kcal_mol": 33.2, "s_squared": 0.759, "charge": 0}